[1]
Computed, not measured: a molecular structure, C9H18F6O12S2V, with the ωB97M-V functional and the def2-TZVPD basis.

Values from the calculation:
Kohn-Sham gap (alpha / beta), Eh: 0.1747 / 0.2060
Highest occupied orbital energy (alpha / beta), Ha: -0.011 / -0.043
<S²>: 3.7557
Calculated total energy, Eh: -3596.38692
LUMO (alpha / beta), eV: 4.4 / 4.4

```
! RIJCOSX wB97M-V def2-TZVPD def2/J DEFGRID3
* xyz -2 4
V -0.64184 -0.68050 0.45508
C 3.26842 -2.93350 -0.55523
F 4.01740 -1.95619 -0.00477
F 3.01873 -2.56451 -1.81401
F 4.05837 -4.02211 -0.61003
S 1.75243 -3.27880 0.41696
O 2.29534 -3.51879 1.72715
O 1.05789 -2.00695 0.26212
O 1.20140 -4.39609 -0.29049
C -3.51779 2.70135 -0.22518
F -4.17081 3.84597 0.04204
F -4.40021 1.81960 -0.70960
F -2.62961 2.97181 -1.21320
S -2.66412 2.06795 1.26868
O -1.98178 0.90668 0.74362
O -1.76291 3.15324 1.59127
O -3.74953 1.83743 2.17410
C -2.33783 -2.52253 1.23467
O -1.94211 -2.37519 -0.02453
O -1.68673 -1.73801 2.07398
O -3.19126 -3.36784 1.58696
C -1.65223 -0.27333 -4.25986
C -1.57149 0.22407 -2.83101
O -1.16583 -0.78445 -1.93250
H -0.76727 -0.88344 -4.46934
H -1.68423 0.54056 -4.98548
H -2.50848 -0.93868 -4.38727
H -2.53831 0.63543 -2.50745
H -0.89032 1.07334 -2.73013
H -1.78595 -1.52957 -1.95323
C 2.20082 2.77872 -0.19542
C 0.81146 2.20505 -0.41380
O 0.88864 0.77877 -0.58985
H 2.52619 2.51461 0.81014
H 2.20174 3.86878 -0.28810
H 2.89055 2.40171 -0.95008
H 0.33370 2.62329 -1.30929
H 0.12342 2.37885 0.40940
H 1.22818 0.58669 -1.46940
C 2.60177 -0.37366 2.83442
C 1.11767 -0.51195 3.05849
O 0.36774 0.38170 2.23063
H 2.91984 0.67311 2.91251
H 2.88740 -0.76893 1.86381
H 3.16444 -0.96179 3.56499
H 0.89210 -0.32931 4.11930
H 0.76337 -1.52060 2.86730
H 0.65161 1.26803 2.47164
*
```

---

[2]
Computed, not measured: a molecular structure, C9H18F9O12S6Zn2, with the ωB97M-V functional and the def2-TZVPD basis.

Values from the calculation:
Kohn-Sham gap, Eh: 0.2202
Highest occupied orbital energy, Ha: -0.436
Calculated total energy, Eh: -8102.92761
Relative energy (zero: lowest compared OMol25 entry of this formula, charge and spin), kJ/mol: 196.05
LUMO, eV: -5.9

```
! RIJCOSX wB97M-V def2-TZVPD def2/J DEFGRID3
* xyz 1 1
Zn -0.23758 -0.13362 0.18689
Zn 0.82722 4.45103 -0.51090
C 4.13681 1.25162 -0.66560
F 5.05389 2.20371 -0.51749
F 3.84079 1.08086 -2.01094
F 4.61838 0.07576 -0.31610
S 2.46892 1.73464 0.37232
O 1.86396 2.84898 -0.38815
O 1.64471 0.48749 0.32718
O 2.82467 2.07967 1.76951
C -0.16361 1.72977 -4.06774
F -0.51932 2.78028 -4.86783
F -0.70207 0.53530 -4.49481
F 1.13335 1.50759 -4.05981
S -0.82728 2.02038 -2.29419
O -0.34221 0.93053 -1.44322
O -0.27479 3.28063 -1.80652
O -2.29234 2.06285 -2.38798
C -2.79119 3.07624 2.10184
F -3.44160 2.81364 0.98999
F -2.88041 4.39548 2.38004
F -3.24825 2.30747 3.05655
S -0.85140 2.71358 1.80160
O -0.19140 2.93466 3.09715
O -0.77626 1.32732 1.32843
O -0.34261 3.71223 0.83863
C 2.55653 -2.80166 -1.91151
S 0.72331 -2.77992 -1.80550
O 0.24853 -1.72872 -0.75990
C 0.59482 -2.00729 -3.47422
H 3.10032 -1.95119 -2.32271
H 2.82513 -3.55726 -2.64976
H 3.03850 -3.14307 -0.99540
H 1.22200 -1.12525 -3.60361
H -0.44834 -1.85677 -3.75218
H 1.04405 -2.70314 -4.18279
C -4.66140 -0.02349 0.68199
S -3.48184 -1.20035 -0.03419
O -2.16220 -0.49601 -0.26635
C -3.29515 -2.31050 1.42845
H -5.65655 -0.45983 0.76788
H -4.60243 0.87979 0.07476
H -4.29105 0.24525 1.67130
H -2.58306 -3.12239 1.28064
H -4.25603 -2.82387 1.46420
H -3.02753 -1.78328 2.34416
C 1.80831 -0.71669 3.23787
S 0.40602 -1.84403 3.07393
O -0.31725 -1.36755 1.80197
C 1.45016 -3.27588 2.57749
H 2.53975 -1.03405 3.98109
H 1.49739 0.32799 3.23017
H 2.35729 -0.92783 2.32019
H 0.75071 -4.09295 2.40071
H 2.15986 -3.56978 3.35084
H 1.92979 -2.95837 1.65162
*
```

---

[3]
Computed, not measured: a single C9H18N2O molecule, with the ωB97M-V functional and the def2-TZVPD basis.

Values from the calculation:
Kohn-Sham gap (alpha / beta), Eh: 0.3087 / 0.2887
Highest occupied orbital energy (alpha / beta), Ha: -0.294 / -0.285
Calculated total energy, Eh: -538.27864
Relative energy (zero: lowest compared OMol25 entry of this formula, charge and spin), kJ/mol: 435.75
LUMO (alpha / beta), eV: 0.4 / 0.1

```
! RIJCOSX wB97M-V def2-TZVPD def2/J DEFGRID3
* xyz 0 1
C -1.67516 1.36267 -0.21848
C -1.93312 -0.96180 -1.18281
C -0.15590 1.19960 0.00267
C -0.49582 -0.98676 -1.23906
C -2.47673 0.01749 -0.11057
C 0.31971 -0.22826 -0.31147
C 0.02731 1.55653 1.49936
C 2.86846 0.50632 -0.25752
C 1.82622 -0.34431 -0.95920
N 0.47473 -0.89902 1.09090
N 1.13112 -1.95665 1.14236
O -2.41020 -0.54711 1.20523
H -2.04867 2.06293 0.53334
H -1.94530 1.84573 -1.17747
H -2.30615 -0.61476 -2.16150
H -2.38773 -1.85485 -0.90731
H 0.30678 1.80211 -0.73840
H -0.05729 -2.01567 -1.47873
H -3.53358 0.28165 -0.51874
H -0.78971 1.24764 2.08458
H 0.14536 2.65492 1.67513
H 0.96014 1.05992 1.84219
H 3.11170 0.05289 0.73342
H 2.37081 1.50384 -0.10812
H 3.79842 0.40989 -0.88077
H 2.11721 -1.34701 -1.06623
H 1.77879 0.08343 -1.92691
H 1.87519 -2.20064 0.55810
H 0.56698 -2.85114 1.53688
H -1.46356 -0.83958 1.33912
*
```

---

[4]
Computed, not measured: a gas-phase ion, C9H18N3 (charge +1), with the ωB97M-V functional and the def2-TZVPD basis.

Values from the calculation:
Kohn-Sham gap, Eh: 0.3962
Highest occupied orbital energy, Ha: -0.508
Calculated total energy, Eh: -517.69564
Relative energy (zero: lowest compared OMol25 entry of this formula, charge and spin), kJ/mol: 123.54
LUMO, eV: -3.0

```
! RIJCOSX wB97M-V def2-TZVPD def2/J DEFGRID3
* xyz 1 1
C 0.85302 -2.36750 -0.20465
C 1.37843 -0.92031 -0.39796
C 2.06212 -0.60702 0.96112
C 0.44855 0.17302 -0.74640
N 0.50081 1.08906 -1.64980
C 1.50445 0.97921 -2.67035
C -0.64927 1.90068 -1.61007
N -1.34540 1.54397 -0.54545
N -0.79447 0.52017 0.04137
C -1.36891 0.06148 1.29197
C -2.64181 -0.61645 0.90902
C -1.52473 1.31549 2.15090
H 1.65678 -3.11056 -0.24975
H 0.13227 -2.63901 -0.97913
H 0.43206 -2.41694 0.76642
H 2.09668 -1.05209 -1.26117
H 3.10287 -0.08567 0.80743
H 2.34014 -1.62590 1.33050
H 1.57105 0.03170 1.64497
H 1.84826 2.05542 -2.79046
H 2.40491 0.33657 -2.35624
H 1.09485 0.60673 -3.66406
H -0.72341 2.82511 -2.10581
H -0.68966 -0.50885 1.87438
H -2.54092 -1.48634 0.18092
H -3.33017 0.05797 0.25750
H -3.05364 -1.03167 1.83753
H -2.38383 1.85599 1.87309
H -0.72169 2.11154 2.12877
H -1.65933 1.00419 3.17541
*
```

---

Copy entry 2 word for word.
Computed, not measured: a molecular structure, C9H18F9O12S6Zn2, with the ωB97M-V functional and the def2-TZVPD basis.

Values from the calculation:
Kohn-Sham gap, Eh: 0.2202
Highest occupied orbital energy, Ha: -0.436
Calculated total energy, Eh: -8102.92761
Relative energy (zero: lowest compared OMol25 entry of this formula, charge and spin), kJ/mol: 196.05
LUMO, eV: -5.9

```
! RIJCOSX wB97M-V def2-TZVPD def2/J DEFGRID3
* xyz 1 1
Zn -0.23758 -0.13362 0.18689
Zn 0.82722 4.45103 -0.51090
C 4.13681 1.25162 -0.66560
F 5.05389 2.20371 -0.51749
F 3.84079 1.08086 -2.01094
F 4.61838 0.07576 -0.31610
S 2.46892 1.73464 0.37232
O 1.86396 2.84898 -0.38815
O 1.64471 0.48749 0.32718
O 2.82467 2.07967 1.76951
C -0.16361 1.72977 -4.06774
F -0.51932 2.78028 -4.86783
F -0.70207 0.53530 -4.49481
F 1.13335 1.50759 -4.05981
S -0.82728 2.02038 -2.29419
O -0.34221 0.93053 -1.44322
O -0.27479 3.28063 -1.80652
O -2.29234 2.06285 -2.38798
C -2.79119 3.07624 2.10184
F -3.44160 2.81364 0.98999
F -2.88041 4.39548 2.38004
F -3.24825 2.30747 3.05655
S -0.85140 2.71358 1.80160
O -0.19140 2.93466 3.09715
O -0.77626 1.32732 1.32843
O -0.34261 3.71223 0.83863
C 2.55653 -2.80166 -1.91151
S 0.72331 -2.77992 -1.80550
O 0.24853 -1.72872 -0.75990
C 0.59482 -2.00729 -3.47422
H 3.10032 -1.95119 -2.32271
H 2.82513 -3.55726 -2.64976
H 3.03850 -3.14307 -0.99540
H 1.22200 -1.12525 -3.60361
H -0.44834 -1.85677 -3.75218
H 1.04405 -2.70314 -4.18279
C -4.66140 -0.02349 0.68199
S -3.48184 -1.20035 -0.03419
O -2.16220 -0.49601 -0.26635
C -3.29515 -2.31050 1.42845
H -5.65655 -0.45983 0.76788
H -4.60243 0.87979 0.07476
H -4.29105 0.24525 1.67130
H -2.58306 -3.12239 1.28064
H -4.25603 -2.82387 1.46420
H -3.02753 -1.78328 2.34416
C 1.80831 -0.71669 3.23787
S 0.40602 -1.84403 3.07393
O -0.31725 -1.36755 1.80197
C 1.45016 -3.27588 2.57749
H 2.53975 -1.03405 3.98109
H 1.49739 0.32799 3.23017
H 2.35729 -0.92783 2.32019
H 0.75071 -4.09295 2.40071
H 2.15986 -3.56978 3.35084
H 1.92979 -2.95837 1.65162
*
```